# 1
The following is a quantum chemistry calculation of a structure of composition C4H20BClN8NiO4, from OMol25.

## Properties
Expectation value of S²: 2.010
2S+1: 3
Kohn-Sham gap (spin up / spin down), eV: 7.3434 / 5.8825
LUMO (spin up / spin down), eV: -1.7 / -3.2

```
39
Properties=species:S:1:pos:R:3:forces:R:3
Ni 1.8852 -0.0835 -1.1821 5.6 -5.7 -1.0
B 1.6477 1.3564 -1.9132 -0.1 8.3 -4.3
H 1.1565 0.5896 -2.4919 -2.3 -3.4 -3.0
H 2.6846 1.0590 -1.8891 5.8 -0.3 -0.4
H 1.4419 2.3472 -2.2877 -0.5 3.0 -1.2
H 1.1970 1.2569 -0.9379 -1.4 1.8 3.8
Cl 0.3835 -0.3241 -0.1106 -6.3 0.3 -2.6
C 1.3277 -1.3557 2.8413 1.4 -1.7 3.0
O 1.2306 -1.9840 3.8894 -0.4 0.1 1.0
N 0.6542 -1.6842 1.7901 -3.5 -4.1 0.2
N 2.1057 -0.3454 2.6715 4.8 -2.3 4.0
H -0.2183 -2.0283 2.1649 -0.2 -0.9 -0.6
H 0.6044 -1.1987 0.9059 1.0 -3.3 4.0
H 2.2670 0.1939 1.8329 1.3 -4.8 2.8
H 2.5886 -0.1165 3.5285 0.4 0.2 -0.2
C -1.6647 0.8017 -2.3946 -2.3 1.5 -2.3
O -2.3491 1.3025 -3.2635 -1.1 1.4 -0.9
N -1.4897 1.3447 -1.2156 0.0 1.4 2.7
N -1.1097 -0.3360 -2.6425 2.5 -1.8 -1.4
H -0.9159 0.8077 -0.5813 -1.4 1.4 -0.1
H -2.2565 1.9145 -0.8879 0.4 0.1 0.0
H -1.2582 -0.6086 -3.6036 0.1 -0.5 0.3
H -0.7564 -0.9359 -1.9108 -0.6 0.4 -1.4
C 1.0253 2.3485 1.5518 0.4 3.7 -1.8
O 1.4750 3.4487 1.3758 1.2 2.3 0.7
N -0.2749 2.1585 1.5068 -3.7 -1.5 0.6
N 1.7404 1.2616 1.5275 -1.0 6.1 -3.3
H -0.9296 2.9231 1.4235 0.5 0.0 0.1
H -0.6574 1.2777 1.8200 -0.2 0.3 0.2
H 1.1714 0.5350 1.1171 0.9 0.7 0.5
H 2.7452 1.3596 1.5557 -0.1 1.0 -0.5
C -2.3886 -2.3227 -0.7662 1.8 0.6 1.2
O -3.3951 -2.7265 -1.2494 -1.8 -0.6 -0.5
N -2.2451 -1.7775 0.4734 -2.4 -0.2 1.2
N -1.1909 -2.3833 -1.3355 1.6 -2.7 -1.2
H -1.5338 -1.1468 0.8146 -0.7 -0.4 -0.2
H -3.1586 -1.8952 0.8878 0.3 0.8 1.0
H -0.3648 -2.1436 -0.8062 -0.3 -1.2 -0.3
H -1.1748 -2.8902 -2.2090 0.4 0.0 0.2
```
Forces are in eV/Å.

***

# 2
The following is a quantum chemistry calculation of a cluster of 7 separate species, C4H20BrO6 in total, from OMol25.

## Properties
Charge: -1
Relative energy (zero: lowest compared OMol25 entry of this formula, charge and spin), kcal per mole: 30.87
Kohn-Sham gap, eV: 7.0874
LUMO, eV: 2.9

```
31
Properties=species:S:1:pos:R:3:forces:R:3
Br -22.5704 -22.9371 0.3000 0.0 0.0 0.0
C -24.8798 -22.3721 -5.9815 -0.9 -0.5 -0.6
C -25.8672 -23.2287 -5.1325 1.1 1.6 -0.3
O -25.2195 -24.4253 -4.7814 -1.0 -1.0 -0.3
H -24.1516 -21.7727 -5.4352 -0.3 0.1 -0.1
H -25.4407 -21.8515 -6.7578 -0.2 1.1 0.6
H -24.3630 -23.0162 -6.6929 0.4 -0.6 0.6
H -26.7932 -23.2657 -5.7063 0.2 -1.5 -0.5
H -26.3014 -22.7380 -4.2615 0.7 0.5 0.5
H -24.4628 -24.2502 -4.2171 -0.1 0.3 0.1
C -19.5686 -19.0738 3.8684 1.2 1.8 -1.2
C -20.7916 -18.8676 4.6751 -1.4 -0.2 0.3
O -21.4847 -20.0674 4.9032 -0.1 -1.0 1.0
H -18.8866 -18.2505 4.0807 0.5 -0.1 0.5
H -19.7709 -18.7777 2.8391 -0.1 -1.0 -0.4
H -19.0119 -20.0072 3.9528 -0.5 0.0 0.1
H -21.5560 -18.2702 4.1780 0.5 0.9 -0.3
H -20.5777 -18.3815 5.6270 -0.1 -0.3 0.2
H -21.7425 -20.4321 4.0534 -0.1 -0.1 -0.2
O -19.6429 -24.9471 4.5962 0.1 -0.3 0.1
H -19.2323 -24.4744 5.3202 0.1 0.1 0.2
H -19.9115 -24.2620 3.9840 -0.2 0.2 -0.3
O -22.1575 -27.9177 1.2508 0.1 -0.4 0.1
H -22.0261 -26.9714 1.1928 0.0 0.4 0.0
H -22.9883 -28.0727 0.8015 -0.2 0.0 -0.1
O -17.2026 -23.8833 -0.9132 0.3 -0.2 -0.1
H -16.9058 -22.9734 -0.8972 0.0 0.2 0.0
H -18.1466 -23.8252 -1.0609 -0.4 0.0 0.0
O -25.1081 -18.6994 -1.5122 -0.1 0.3 -0.2
H -24.8102 -19.6043 -1.6050 0.2 -0.3 0.1
H -25.6778 -18.7120 -0.7431 -0.1 0.0 0.2
```
Forces are in eV/Å.

***

# 3
The following is a quantum chemistry calculation of a structure of composition C4H20CdF12N2O18S4, from OMol25.

## Properties
Relative energy (zero: lowest compared OMol25 entry of this formula, charge and spin), kcal per mole: 223.00
Kohn-Sham gap, eV: 1.2836
LUMO, eV: -6.7

```
61
Properties=species:S:1:pos:R:3:forces:R:3
Cd 2.6808 3.4992 -1.3194 -1.4 -0.8 0.6
C 1.4549 0.3016 2.7356 -0.3 -2.2 -1.6
F 2.2347 -0.8354 2.8125 -0.9 1.5 -0.1
F 0.5910 0.3094 3.6950 -0.4 -0.3 0.8
F 2.1877 1.3586 2.7890 1.5 1.4 0.2
S 0.5090 0.2714 1.0352 -1.4 -2.7 0.2
O 1.2069 -0.6202 0.1166 0.0 2.2 0.8
O -0.8302 -0.2111 1.4515 3.0 1.3 -0.9
N 0.5901 2.0103 0.5473 1.0 -3.4 -0.2
S -0.6973 2.6165 1.2095 -2.4 4.6 2.3
O -1.0309 2.1463 2.5489 0.6 0.4 -1.7
O -0.5501 4.1036 1.1306 -0.3 -2.7 -0.8
C -2.2286 2.1056 0.0796 0.2 0.0 1.6
F -2.0244 0.8455 -0.3920 -1.0 2.2 -0.1
F -3.3792 2.2302 0.7851 1.2 -1.1 -0.2
F -2.3488 3.0205 -0.8576 0.6 -0.3 -1.2
C -3.2975 -4.1729 -1.9726 -0.5 1.7 -1.8
F -2.3425 -3.5022 -2.7917 -2.4 -1.1 1.8
F -2.9497 -4.1387 -0.7339 1.7 -0.8 1.1
F -4.4515 -3.4303 -1.9176 0.5 -0.6 -1.6
S -3.6462 -5.9855 -2.6200 -0.6 -1.8 -0.8
O -4.9785 -6.3581 -2.1132 2.5 1.0 -0.5
O -3.4558 -6.0250 -4.1045 -0.2 0.5 3.8
N -2.4610 -6.8710 -1.6814 -1.6 2.7 -2.0
S -1.0849 -6.7147 -2.5032 0.7 0.3 -1.2
O -0.9390 -7.8956 -3.3134 0.6 0.1 0.2
O -0.7268 -5.4448 -3.1328 -0.4 -1.2 1.0
C 0.1323 -6.9027 -1.1169 -0.4 1.0 1.2
F -0.2487 -7.9553 -0.4436 0.2 -1.4 0.4
F 1.3722 -7.0830 -1.6041 -0.7 0.5 0.5
F 0.1143 -5.8857 -0.1534 0.4 -0.8 -2.0
O 5.0435 2.0057 -0.1594 -0.7 0.5 -0.4
H 5.6629 1.4150 -0.5880 0.1 -0.3 -0.3
H 5.5040 2.3100 0.6227 0.0 0.2 0.4
O 5.1400 -4.8302 5.2990 0.1 -0.1 -0.2
H 5.6439 -4.0297 5.4456 0.1 0.2 0.0
H 4.5350 -4.8720 6.0397 -0.2 -0.1 0.2
O -6.7595 1.0209 -2.2772 0.0 0.1 -0.2
H -6.5085 0.2003 -1.8531 0.1 -0.3 0.1
H -7.0291 1.5906 -1.5568 -0.1 0.1 0.2
O 2.2915 1.5660 -3.4756 0.6 0.9 0.7
H 3.0240 0.9726 -3.6419 0.2 -0.3 0.0
H 1.5841 1.2350 -4.0290 -0.8 -0.1 -0.1
O 0.8686 5.2286 -2.8250 0.9 -0.6 0.3
H 0.3537 4.9371 -3.5774 -0.1 -0.3 -0.2
H 0.4965 6.0800 -2.5949 -0.2 0.5 0.5
O 3.4589 5.6901 0.7480 0.0 -0.6 -0.6
H 3.7925 6.5865 0.7855 0.1 0.3 -0.2
H 3.2545 5.4718 1.6572 -0.2 -0.2 0.3
O 4.5977 3.4840 6.7677 0.1 -0.2 -0.1
H 4.6473 4.1276 7.4746 0.0 0.1 0.2
H 4.0601 3.9053 6.0970 -0.2 0.1 -0.1
O -0.9052 0.4899 -4.9645 0.4 0.4 0.1
H -1.5006 -0.2418 -4.8024 -0.2 -0.3 0.2
H -1.0122 0.6848 -5.8955 -0.1 0.0 -0.2
O -1.0694 8.2460 -1.6699 0.4 -0.2 -0.2
H -1.4117 8.2482 -0.7761 -0.1 -0.1 0.3
H -1.8392 8.3829 -2.2221 -0.2 0.1 -0.2
O -2.1227 -1.6047 6.1092 -0.2 0.0 0.2
H -1.4916 -0.8937 6.2209 0.1 0.2 0.0
H -1.7114 -2.1936 5.4767 0.0 -0.2 -0.2
```
Forces are in eV/Å.

***

# 4
The following is a quantum chemistry calculation of a structure of composition C4H20HgO7, from OMol25.

## Properties
Relative energy (zero: lowest compared OMol25 entry of this formula, charge and spin), kcal per mole: 45.27
Kohn-Sham gap, eV: 6.5676
LUMO, eV: -0.5

```
32
Properties=species:S:1:pos:R:3:forces:R:3
Hg -0.0409 0.6468 -0.3457 1.3 -3.0 -0.3
C -0.4369 0.5548 3.9213 -1.7 0.8 -0.1
C -0.7879 -0.4852 2.8963 0.6 0.5 -1.2
O 0.0461 -0.3602 1.7873 0.1 0.0 -0.8
H 0.5291 0.3698 4.3123 0.9 -0.2 0.7
H -1.2209 0.6488 4.6973 0.5 -0.1 0.0
H -0.3929 1.5058 3.3973 0.0 0.4 0.0
H -1.8299 -0.4332 2.5823 -0.6 0.2 0.3
H -0.6269 -1.4392 3.3583 -0.1 -1.1 0.3
C 1.4601 -3.1442 -2.3147 0.5 0.0 0.3
C 0.9831 -2.2012 -1.2477 1.0 2.4 -0.1
O 1.2471 -0.8562 -1.7337 -1.4 0.1 1.3
H 0.6391 -3.5952 -2.7927 -1.2 -0.2 -1.2
H 1.9771 -4.0042 -1.9457 0.8 -0.5 0.5
H 2.1011 -2.5882 -2.9967 -0.1 -0.1 -0.1
H 1.5191 -2.3152 -0.2907 -0.3 -0.3 -0.1
H -0.0869 -2.3002 -1.0797 -0.3 -0.4 0.3
O -2.0639 -0.6912 -0.1637 -0.8 -1.0 -0.5
H -2.3709 -1.2102 -0.9327 0.2 0.3 0.6
H -1.7259 -1.3462 0.4743 0.2 0.4 0.0
O 1.0051 2.5018 -1.7227 -1.8 0.6 -0.5
H 0.3411 3.1168 -2.0987 0.7 -0.4 0.3
H 1.8371 2.9408 -1.7607 1.1 0.4 0.0
O -1.7689 2.0988 0.1153 -1.1 3.2 0.8
H -1.3069 2.7428 0.7023 -0.1 -1.0 -0.1
H -2.4929 2.7188 -0.1687 0.6 -1.3 -0.2
O 1.8731 1.4628 0.5753 0.6 1.3 -0.2
H 2.0531 2.3438 0.8963 0.0 0.4 0.2
H 2.5251 0.9168 0.9773 0.6 -1.2 0.6
O -1.0249 0.9308 -2.6667 -2.7 -3.9 2.7
H -1.2129 0.0488 -3.0827 0.5 1.0 0.8
H -0.7449 1.4198 -3.3507 1.9 2.9 -3.9
```
Forces are in eV/Å.

***

# 5
The following is a quantum chemistry calculation of a cluster of 6 separate species, C4H20N2O6S in total, from OMol25.

## Properties
SMILES: NCNC(=O)CCS.O.O.O.O.O
Relative energy (zero: lowest compared OMol25 entry of this formula, charge and spin), kcal per mole: 41.90
Kohn-Sham gap, eV: 8.9927
LUMO, eV: 0.0

```
33
Properties=species:S:1:pos:R:3:forces:R:3
O 1.8676 0.5640 0.1024 0.1 0.7 -0.2
C 0.6688 0.6432 -0.1452 0.2 -1.3 -0.6
N -0.0390 -0.5018 -0.3436 -0.8 -0.3 0.8
C -1.4613 -0.7540 0.0437 0.9 -0.9 -2.0
N -1.7725 -2.1890 -0.0728 0.3 0.5 0.5
C -0.0854 1.9160 -0.4816 0.4 0.5 1.6
C -0.2995 2.1058 -1.9745 0.9 -1.3 0.2
S 1.0984 2.9100 -2.8175 -0.2 0.6 0.0
H 0.4589 -1.3822 -0.2963 0.5 0.5 0.1
H -1.5741 -0.4010 1.0606 -0.8 0.4 -0.1
H -2.0257 -0.3829 -0.8141 -0.6 1.2 0.9
H -1.8791 -2.6421 0.8237 0.3 -0.1 0.0
H -1.0465 -2.6298 -0.6252 -0.2 -0.3 0.0
H -1.0037 1.8880 0.1159 -0.3 -0.1 -0.5
H 0.4593 2.7532 -0.0390 0.2 0.0 -0.2
H -1.2697 2.5134 -2.1791 -0.1 0.7 -0.4
H -0.2620 1.1217 -2.4181 -0.6 -0.4 -0.1
H 2.0424 2.0785 -2.3448 -0.2 0.0 0.1
H 0.8351 -2.0458 -2.5534 -0.6 0.5 -0.7
H 1.6979 -2.7350 -1.5981 -0.3 -0.3 0.6
O 0.7436 -2.5976 -1.7840 0.9 -0.8 -0.3
H -1.7816 -0.8991 4.5345 -0.4 0.5 0.3
H -2.5622 -0.4581 3.1771 0.4 0.2 0.9
O -1.9386 -1.0687 3.6125 0.0 -1.0 -1.1
H 2.8910 -2.6596 0.3900 -0.1 -0.6 -0.1
H 3.2021 -1.5051 -0.4160 0.0 0.2 -0.5
O 3.1391 -2.4668 -0.5254 0.2 0.5 0.8
H -3.1467 1.7506 3.5690 -0.2 0.1 0.4
H -2.5839 1.8266 2.1842 0.1 0.0 -0.4
O -3.0648 1.2367 2.7664 -0.2 0.2 -0.2
H 0.8743 -0.7619 3.2080 -0.3 0.1 0.1
H -0.3198 -1.5663 2.5994 0.3 0.4 0.5
O 0.6273 -1.3747 2.5150 0.2 -0.5 -0.6
```
Forces are in eV/Å.

***

# 6
The following is a quantum chemistry calculation of a cluster of 5 separate species, C4H20NO4S in total, from OMol25.

## Properties
Charge: +1
Relative energy (zero: lowest compared OMol25 entry of this formula, charge and spin), kcal per mole: 47.64
Kohn-Sham gap, eV: 9.5472
LUMO, eV: -3.1

```
30
Properties=species:S:1:pos:R:3:forces:R:3
C 1.9019 0.7701 2.4805 1.2 1.2 -0.9
C 1.3630 -0.2950 1.5712 -1.6 -1.1 -1.3
C -0.1930 -0.4667 1.8680 0.9 -5.3 1.1
C -1.2657 0.0732 0.9508 -2.9 1.1 2.0
S -1.1628 1.9900 1.1337 -0.2 -1.1 -1.9
N 1.4417 0.0877 0.0670 -2.4 2.8 4.2
H 1.7989 1.8624 2.1219 -0.3 -1.8 0.7
H 2.9557 0.6017 2.6240 0.6 0.2 0.0
H 1.4668 0.5467 3.4390 -0.2 0.6 0.4
H 1.9181 -1.2913 1.6916 -0.9 1.5 -0.1
H -0.3658 -1.6427 1.7636 0.4 2.1 0.1
H -0.2169 -0.4067 3.0212 -0.9 0.7 -2.0
H -2.4048 -0.2514 1.2979 3.1 0.8 -0.4
H -1.2821 -0.3220 -0.0824 0.7 0.7 0.3
H -1.4827 2.0331 2.4081 0.0 -0.2 0.7
H 0.9947 1.1684 0.1561 1.1 -3.5 -1.3
H 1.0353 -0.6223 -0.5161 -1.4 -0.1 -0.3
H 2.3498 0.1105 -0.2494 2.8 0.9 -0.8
H -1.5162 0.2639 -2.7459 -0.7 0.9 1.4
H -0.6775 -0.3333 -3.6046 1.5 -0.6 -0.9
O -0.5901 0.0298 -2.7249 -0.2 0.2 -0.7
H 0.9328 -2.8348 -1.3124 2.0 -0.1 -1.3
H -0.5331 -2.6051 -1.3888 -2.1 0.8 -1.5
O 0.1429 -2.9212 -0.8448 0.4 -0.6 2.9
H 2.1896 1.8095 -2.7151 0.6 0.8 -0.8
H 1.0885 0.9599 -2.2519 -2.2 -0.7 -0.7
O 1.9420 1.2346 -2.0128 1.7 0.3 0.8
H -2.3205 -1.7395 -2.8727 -0.6 -0.7 4.0
H -2.8824 -1.8617 -1.2141 -1.1 0.0 -0.7
O -2.1664 -1.8919 -1.8426 1.0 0.3 -3.2
```
Forces are in eV/Å.

***

no.,electronic energy (eV),molar mass (g mol⁻¹)
1,-78811.4073,349.21
2,-86801.0166,244.10
3,-124811.4083,852.86
4,-22974.9872,380.79
5,-30572.7337,224.28
6,-24979.4499,178.27